w.
2 unconnected molecules or ions with the total composition C6H15N2PS. Source: the Open Molecules 2025 dataset; level of theory: ωB97M-V/def2-TZVPD.

Element x y z (Å)
C  -2.1779  1.9490  -0.4896
C  -1.8194  1.1367  -1.7756
C  0.1103  0.7880  2.9768
C  1.3186  -0.8710  -1.5795
C  0.1150  -2.8235  -0.6421
C  0.9517  0.0577  1.8850
N  -0.7666  1.7241  -0.9324
N  0.4176  -1.3987  -0.6110
P  -0.3124  -0.3449  0.5036
S  -1.8686  -1.1189  1.4532
H  -2.3684  2.9280  -0.5184
H  -2.4799  1.3590  0.4725
H  -1.9727  0.0546  -1.6982
H  -1.9427  1.4983  -2.7447
H  0.5877  0.9538  4.0160
H  -0.0071  1.8259  2.6168
H  -0.8404  0.2901  3.1658
H  2.2882  -0.9202  -1.1588
H  1.3423  -1.4232  -2.6477
H  1.1331  0.1457  -1.7932
H  -0.8584  -2.9246  -0.2255
H  0.1075  -3.1031  -1.6695
H  0.7754  -3.3489  -0.0175
H  1.3355  -0.7755  2.3471
H  1.7781  0.6398  1.4193

Properties
* charge: 0
* HOMO-LUMO gap (spin up / spin down): 7.589 / 7.682 eV
* HOMO level (spin up / spin down): -8.3 / -8.5 eV

=====

x.
A single C6H15N2PS molecule. Source: the Open Molecules 2025 dataset; level of theory: ωB97M-V/def2-TZVPD.

Element x y z (Å)
C  2.4295  0.8288  0.8686
C  1.2166  1.2774  0.0930
P  0.3718  0.0375  -0.9973
N  -1.3321  0.3877  -0.7177
C  -1.6778  1.6078  -1.3819
C  -1.8093  0.3628  0.5907
S  -3.6441  -0.2276  0.4859
N  0.4921  -1.3322  0.0600
C  1.4928  -2.3698  -0.1071
C  0.0855  -2.7275  -0.1030
H  2.0722  -0.1041  1.1727
H  3.3083  0.7177  0.3220
H  2.5586  1.4447  1.6858
H  1.4208  2.0701  -0.6780
H  0.3726  1.7384  0.6766
H  -1.4407  1.7650  -2.4100
H  -2.7555  1.7711  -1.3068
H  -1.3347  2.4999  -0.9403
H  -1.3060  -0.5214  1.0714
H  -1.5837  1.2658  1.1719
H  -3.4130  -0.9860  -0.6208
H  2.0591  -2.3830  0.7989
H  2.0504  -2.6204  -1.0654
H  -0.3139  -3.0249  -1.0719
H  -0.5504  -3.1880  0.7666

Properties
* charge: 0
* HOMO-LUMO gap: 9.117 eV
* HOMO level: -8.2 eV

=====

Most stable: x (next structure +0.0422 hartree)

=====

w.
A single C3H6ClNO molecule. Source: the Open Molecules 2025 dataset; level of theory: ωB97M-V/def2-TZVPD.

Element x y z (Å)
N  0.8280  -1.5427  0.3053
C  1.2185  -0.3166  -0.1866
O  2.3502  -0.0353  -0.5096
C  0.2577  0.8672  -0.2610
C  -1.1808  0.6698  0.3630
Cl  -2.1189  -0.6083  -0.4641
H  -0.2004  -1.5664  0.5872
H  1.0282  -2.1376  -0.4684
H  0.2037  1.0356  -1.3326
H  0.6092  1.6594  0.3028
H  -1.8672  1.5098  0.1616
H  -1.1283  0.4652  1.5024

Properties
* charge: 0
* HOMO-LUMO gap: 10.676 eV
* HOMO level: -9.9 eV

=====

x.
A single C3H6ClNO molecule. Source: the Open Molecules 2025 dataset; level of theory: ωB97M-V/def2-TZVPD.

Element x y z (Å)
C  0.1746  -1.3810  0.7398
C  0.1764  -0.1449  -0.1209
C  -0.7176  1.0151  0.2156
Cl  -2.2276  0.5375  1.0812
N  1.0161  -0.2212  -1.0546
O  0.9594  1.0960  -1.7049
H  -0.0788  -1.2281  1.7992
H  -0.5912  -2.1688  0.4566
H  1.1882  -1.7380  0.8760
H  -0.3349  1.7788  0.8571
H  -1.1709  1.4753  -0.7153
H  1.6062  0.9794  -2.4298

Properties
* charge: 0
* HOMO-LUMO gap: 10.987 eV
* HOMO level: -10.1 eV

=====

Most stable: w (next structure +0.0656 hartree)

=====

w.
2 unconnected molecules or ions with the total composition C5H15N2. Source: the Open Molecules 2025 dataset; level of theory: ωB97M-V/def2-TZVPD.

Element x y z (Å)
C  -0.0392  0.8470  -0.1809
N  0.8811  -0.1788  -0.6450
C  4.7603  0.2441  -0.3506
C  -1.4616  0.2535  -0.1013
N  -1.4118  -1.1074  0.4872
C  -2.5545  -1.9075  0.0987
C  -2.3020  1.1512  0.8458
H  -0.0207  1.7597  -0.7653
H  0.2481  1.2399  0.8144
H  1.3759  0.2723  -1.4208
H  5.4400  -0.6191  -0.3342
H  5.1458  0.9775  -1.0620
H  4.7166  0.5672  0.6807
H  -1.8736  0.1857  -1.1492
H  -0.4663  -1.3486  0.2017
H  3.7352  -0.0609  -0.5935
H  -3.4562  -1.3589  0.3842
H  -2.4719  -2.2803  -0.9282
H  -2.7180  -2.7479  0.7823
H  -2.6915  2.0571  0.3851
H  -3.1742  0.5861  1.1893
H  -1.6617  1.4683  1.6617

Properties
* charge: 0
* HOMO-LUMO gap (spin up / spin down): 9.605 / 7.906 eV
* HOMO level (spin up / spin down): -8.6 / -8.6 eV
* spin multiplicity: 2

=====

x.
A single C5H15N2 molecule. Source: the Open Molecules 2025 dataset; level of theory: ωB97M-V/def2-TZVPD.

Element x y z (Å)
N  2.4876  -0.9326  -0.5436
C  2.2078  -0.2679  0.6942
C  1.3139  0.9550  0.3932
N  0.0495  0.6373  -0.4043
C  -1.6992  -1.2592  -0.6200
C  -1.2007  -0.0938  0.2605
C  -2.3531  0.9055  0.2998
H  3.0920  -0.3651  -1.1348
H  0.3007  -0.0479  -1.2468
H  2.7241  -1.9573  -0.5236
H  1.8167  -1.0251  1.3962
H  3.0712  0.1442  1.1583
H  1.0612  1.4150  1.3375
H  1.8661  1.7213  -0.1990
H  -0.3038  1.4517  -0.8664
H  -2.6587  -1.5306  -0.3113
H  -1.6704  -0.9389  -1.6379
H  -1.0912  -2.0441  -0.3177
H  -0.9029  -0.4753  1.2562
H  -2.6426  1.3780  -0.6762
H  -2.1590  1.7750  0.9262
H  -3.3095  0.5549  0.7596

Properties
* charge: 0
* HOMO-LUMO gap (spin up / spin down): 3.493 / 10.199 eV
* HOMO level (spin up / spin down): -2.6 / -9.5 eV
* spin multiplicity: 2

=====

Most stable: w (next structure +0.0598 hartree)

=====

w.
2 unconnected molecules or ions with the total composition C5H15N2. Source: the Open Molecules 2025 dataset; level of theory: ωB97M-V/def2-TZVPD.

Element x y z (Å)
C  -2.2580  0.7481  0.0873
N  -1.0353  0.4188  -0.7146
C  -0.5426  1.6909  -1.4027
H  -2.6875  -0.1480  0.5192
H  -1.9216  1.4112  0.9265
H  -2.9551  1.2633  -0.5561
H  -1.2394  -0.3417  -1.3608
H  -0.1940  0.0230  -0.1010
H  -1.4409  2.0584  -1.8716
H  0.1562  1.4861  -2.1363
H  -0.2262  2.3657  -0.6507
C  1.5359  -1.6083  -0.9506
C  1.0851  -1.4742  0.4684
C  1.3565  -0.3698  1.2584
N  0.8216  -0.0699  2.5188
H  1.7187  -0.6009  -1.3943
H  2.4297  -2.2422  -1.0709
H  0.7606  -2.0707  -1.5030
H  0.6092  -2.3276  0.9272
H  2.0579  0.3936  0.8575
H  1.5370  0.2921  3.1919
H  0.4321  -0.8978  2.9572

Properties
* charge: 0
* HOMO-LUMO gap (spin up / spin down): 2.859 / 7.363 eV
* HOMO level (spin up / spin down): -2.2 / -6.8 eV
* spin multiplicity: 2

=====

x.
2 unconnected molecules or ions with the total composition C5H15N2. Source: the Open Molecules 2025 dataset; level of theory: ωB97M-V/def2-TZVPD.

Element x y z (Å)
N  2.7139  1.2453  -0.1520
C  -0.0277  -0.0093  -0.8435
C  -1.1280  0.6304  -0.0360
C  -0.8354  0.5315  1.4686
C  -2.4741  -0.0338  -0.3522
C  0.3639  -1.4522  -0.6202
N  1.4212  -1.7121  0.3754
H  3.5304  1.5133  -0.6828
H  1.9639  0.9348  -0.7684
H  2.3749  2.0453  0.3650
H  0.0250  0.3213  -1.8794
H  -1.1491  1.6933  -0.2933
H  0.0215  1.1466  1.7446
H  -1.6955  0.8256  2.0677
H  -0.6153  -0.5012  1.7499
H  -2.3980  -1.0977  -0.1183
H  -3.3023  0.3733  0.2268
H  -2.6934  0.0303  -1.4197
H  -0.5045  -2.0523  -0.3318
H  0.7122  -1.8565  -1.5717
H  1.3684  -1.0238  1.1160
H  2.3279  -1.5520  -0.0448

Properties
* charge: 0
* HOMO-LUMO gap (spin up / spin down): 9.108 / 9.167 eV
* HOMO level (spin up / spin down): -8.1 / -9.0 eV
* spin multiplicity: 2

=====

Most stable: x (next structure +0.1215 hartree)

=====

w.
A single C2H2N4 molecule. Source: the Open Molecules 2025 dataset; level of theory: ωB97M-V/def2-TZVPD.

Element x y z (Å)
C  -0.6632  -0.7065  0.2150
N  0.5516  -1.0437  0.6035
N  1.6885  -0.8722  0.6889
N  1.5625  0.9087  -0.9044
N  0.4450  1.0545  -0.6695
C  -0.7011  0.6911  -0.1238
H  -1.4253  -1.4615  0.0988
H  -1.4580  1.4294  0.0917

Properties
* charge: 0
* HOMO-LUMO gap: 8.261 eV
* HOMO level: -7.9 eV

=====

x.
A single C2H2N4 molecule. Source: the Open Molecules 2025 dataset; level of theory: ωB97M-V/def2-TZVPD.

Element x y z (Å)
N  -0.8709  -1.6788  -0.7349
N  -0.5190  -1.6898  0.4079
C  -0.7348  -0.3744  -0.2238
C  0.5403  0.6120  -0.2188
N  0.7867  1.3753  0.9631
N  1.5191  0.4272  0.8098
H  -1.6664  0.1748  0.0454
H  0.9451  1.1538  -1.0486

Properties
* charge: 0
* HOMO-LUMO gap: 10.833 eV
* HOMO level: -10.6 eV

=====

y.
A single C2H2N4 molecule. Source: the Open Molecules 2025 dataset; level of theory: ωB97M-V/def2-TZVPD.

Element x y z (Å)
C  -1.0751  -0.3519  -0.2269
N  0.0518  -1.0105  0.0769
C  1.1797  -0.4490  0.2413
N  1.1642  1.1358  -0.2763
N  -0.0001  1.5636  -0.2639
N  -1.1836  0.9470  -0.0225
H  -1.9242  -0.9243  -0.5875
H  1.7874  -0.9108  1.0588

Properties
* charge: 0
* HOMO-LUMO gap: 8.923 eV
* HOMO level: -9.5 eV

=====

Most stable: y (next structure +0.0080 hartree)

=====

w.
2 unconnected molecules or ions with the total composition C2H8N2O. Source: the Open Molecules 2025 dataset; level of theory: ωB97M-V/def2-TZVPD.

Element x y z (Å)
N  -0.6915  -0.0940  1.7180
C  0.2963  0.2575  0.7836
C  0.8833  -0.5518  -0.0909
N  2.0030  -0.2028  -0.9062
H  -1.4909  -0.5937  1.3650
H  -1.0300  0.7541  2.1396
H  0.6371  1.2875  0.8531
H  0.5743  -1.5991  -0.1201
H  2.8584  -0.6459  -0.6063
H  1.8301  -0.5300  -1.8499
O  -2.0509  0.4389  -1.1375
H  -2.1820  1.2757  -1.5827
H  -1.1214  0.4585  -0.8526

Properties
* charge: 0
* HOMO-LUMO gap: 9.547 eV
* HOMO level: -8.5 eV

=====

x.
2 unconnected molecules or ions with the total composition C2H8N2O. Source: the Open Molecules 2025 dataset; level of theory: ωB97M-V/def2-TZVPD.

Element x y z (Å)
N  -1.1539  -1.1623  1.2043
C  -0.1059  -0.6739  0.5373
C  0.1814  -1.0348  -0.7220
N  1.2575  -0.5183  -1.4859
H  -1.3670  -0.7536  2.0741
H  -1.9789  -1.2492  0.6153
H  0.3726  0.1754  1.0316
H  -0.5398  -1.6800  -1.3799
H  1.9082  -1.2829  -1.6387
H  1.2159  -0.3311  -2.5498
O  -0.0957  2.7780  0.5858
H  -0.7373  2.3356  0.1233
H  0.7136  2.5784  0.1175

Properties
* charge: 0
* HOMO-LUMO gap: 9.014 eV
* HOMO level: -8.0 eV

=====

y.
2 unconnected molecules or ions with the total composition C2H8N2O. Source: the Open Molecules 2025 dataset; level of theory: ωB97M-V/def2-TZVPD.

Element x y z (Å)
C  1.2836  -1.1536  -0.2820
N  1.4508  0.1015  0.3870
C  0.5375  1.0873  -0.0085
N  -0.7138  1.0427  0.7633
H  1.5499  -1.9776  0.3935
H  0.3598  -1.3594  -0.8317
H  2.0618  -1.1871  -1.0513
H  0.2805  1.1613  -1.0744
H  0.9616  2.0255  0.3842
H  -1.0746  1.9604  0.9583
H  -1.3389  0.2130  0.6581
H  -2.9946  -1.2311  -0.3851
O  -2.3636  -0.6830  0.0887

Properties
* charge: 0
* HOMO-LUMO gap: 4.560 eV
* HOMO level: -8.2 eV

=====

Most stable: w (next structure +0.0317 hartree)